Computed, not measured: a cluster of 2 separate species, C2H4N4O3 in total at a distorted geometry, with ωB97M-V/def2-TZVPD.

Each line ends with the Mulliken charge.
Atoms and positions in Å:
C  -2.47474  -0.58231  -1.68095  0.53
C  1.02653  0.60100  0.02867  0.77
N  -2.14414  -0.23619  -0.56627  0.00
N  0.82726  1.88187  0.02121  -0.34
N  1.02876  -1.34790  1.28649  -0.16
N  0.89634  -0.05752  1.32320  -0.46
O  -3.12283  -0.49826  -2.65416  -0.38
O  -1.21849  -0.40722  0.30892  -0.27
O  1.33803  -0.11684  -0.92549  -0.67
H  0.48872  2.22160  0.93596  0.26
H  1.10164  2.38355  -0.76774  0.24
H  1.19656  -1.99938  0.48802  0.25
H  1.05638  -1.84241  2.20216  0.23

Its gap between HOMO and LUMO (alpha / beta) is 0.3530 / 0.2152 Ha. Its spin multiplicity is 1. The total energy is -523.180252 a.u. For the energy above the lowest of the compared OMol25 structures with the same formula, charge and spin, the calculation gives 149.5 kJ/mol. The net charge is 0. The HOMO energy (alpha / beta) is -0.3538 / -0.2854 Ha.

Computed, not measured: the molecule C2H4N4S at a distorted geometry, with ωB97M-V/def2-TZVPD.

Each line ends with the Mulliken charge.
Atoms and positions in Å:
N  -1.07066  0.00302  1.67825  -0.46
N  0.29292  -0.23458  1.45572  -0.33
C  0.63169  -0.11505  -0.18777  0.42
C  -0.31937  -0.17289  -1.11319  -0.45
N  0.19990  -0.01133  -2.32334  -0.31
N  1.40540  0.35380  -2.37697  -0.26
S  2.13367  0.21639  -0.85112  0.06
H  -1.39188  0.73696  1.15097  0.27
H  -1.54333  -0.89231  1.73562  0.27
H  0.99776  0.51048  1.78888  0.28
H  -1.33611  -0.39450  -0.95707  0.51

Its gap between HOMO and LUMO is 0.3744 Ha. Its spin multiplicity is 1. The total energy is -695.701190 a.u. Its structure (SMILES) is NNc1cnns1. For the energy above the lowest of the compared OMol25 structures with the same formula, charge and spin, the calculation gives 343.2 kJ/mol. The net charge is 0. The HOMO energy is -0.3558 Ha.

Computed, not measured: the molecule C2H4N6 at a distorted geometry, with ωB97M-V/def2-TZVPD.

Each line ends with the Mulliken charge.
Atoms and positions in Å:
H  0.86431  -2.08335  -0.92380  0.25
N  0.33866  -1.45035  -1.50495  -0.58
C  -0.01411  -0.39369  -0.87133  0.47
N  -0.78554  0.48392  -1.65266  -0.14
N  -1.30072  1.52800  -1.13023  -0.29
C  -1.04310  1.76349  0.25850  0.04
N  -0.28556  1.07202  1.05252  -0.66
N  0.32440  0.04206  0.43796  0.86
N  1.01123  -0.83477  1.29774  -0.84
H  -1.64872  2.62669  0.69370  0.36
H  1.95495  -0.95458  0.97063  0.27
H  0.58420  -1.79944  1.37191  0.27

Its gap between HOMO and LUMO is 0.3121 Ha. Its spin multiplicity is 1. The total energy is -407.021156 a.u. Its structure (SMILES) is [H]/N=c1/nncnn1N. For the energy above the lowest of the compared OMol25 structures with the same formula, charge and spin, the calculation gives 251.4 kJ/mol. The net charge is 0. The HOMO energy is -0.3467 Ha.

Computed, not measured: a structure of composition C2H4N6 at a distorted geometry, with ωB97M-V/def2-TZVPD.

Each line ends with the Mulliken charge.
Atoms and positions in Å:
C  2.20683  -0.28807  0.21735  -0.29
C  -0.81535  0.51058  -0.01747  0.42
H  2.08347  1.08956  0.54358  0.18
H  3.22130  -1.09299  0.00808  0.29
H  -2.61948  0.90142  -0.25377  0.40
H  0.58268  2.06611  -0.41053  0.20
N  1.10594  -1.28906  -0.16591  -0.64
N  -0.16270  -0.71616  -0.06888  0.82
N  -0.93132  -1.81414  0.00565  -0.29
N  -2.20272  -1.24249  -0.05027  -0.33
N  -2.04742  0.09239  0.32377  -0.06
N  -0.42124  1.78286  -0.13160  -0.71

Its gap between HOMO and LUMO is 0.2948 Ha. Its spin multiplicity is 1. The total energy is -406.830274 a.u. For the energy above the lowest of the compared OMol25 structures with the same formula, charge and spin, the calculation gives 752.6 kJ/mol. The net charge is 0. The HOMO energy is -0.3214 Ha.

Computed, not measured: the molecule C2H4N6 at a distorted geometry, with ωB97M-V/def2-TZVPD.

Each line ends with the Mulliken charge.
Atoms and positions in Å:
H  -0.38638  -2.63136  1.79746  0.25
N  -0.48904  -1.56364  1.50161  -0.63
C  0.07690  -1.42921  0.22386  0.11
N  0.27447  0.04317  0.00162  0.23
N  0.24741  0.73510  1.13884  -0.17
N  -0.33239  1.96339  0.76390  -0.21
N  -0.48116  2.07166  -0.51228  -0.25
C  0.11066  0.95300  -1.03751  0.40
N  0.06417  0.38706  -2.25769  -0.64
H  -0.04989  1.16651  -2.91909  0.24
H  0.74332  -1.91852  -0.76769  0.33
H  0.22192  0.22284  2.06697  0.34

Its gap between HOMO and LUMO is 0.2809 Ha. Its spin multiplicity is 1. The total energy is -406.947113 a.u. Its structure (SMILES) is [H]/N=C/n1[nH]nn/c1=N\[H]. For the energy above the lowest of the compared OMol25 structures with the same formula, charge and spin, the calculation gives 445.8 kJ/mol. The net charge is 0. The HOMO energy is -0.3071 Ha.

Computed, not measured: a cluster of 2 separate species, C2H4NO in total at a distorted geometry, with ωB97M-V/def2-TZVPD.

Each line ends with the Mulliken charge.
Atoms and positions in Å:
C  1.00702  -0.89026  -0.67674  -0.14
C  -1.15546  0.54668  0.23916  -0.46
N  1.59859  -0.32555  0.15711  0.46
O  2.10025  0.33968  0.92870  -0.42
H  0.56052  -1.36839  -1.40310  0.49
H  -1.83290  0.12389  -0.54504  0.34
H  -0.96465  -0.04094  1.11225  0.42
H  -1.31337  1.61489  0.18766  0.30

Its gap between HOMO and LUMO (alpha / beta) is 0.2900 / 0.2426 Ha. Its spin multiplicity is 1. The total energy is -208.058384 a.u. For the energy above the lowest of the compared OMol25 structures with the same formula, charge and spin, the calculation gives 557.2 kJ/mol. The net charge is +1. The HOMO energy (alpha / beta) is -0.5946 / -0.5807 Ha.

Computed, not measured: the ion C2H4NO2 with charge -1 at a distorted geometry, with ωB97M-V/def2-TZVPD.

Each line ends with the Mulliken charge.
Atoms and positions in Å:
N  -1.96606  0.35998  0.32635  -0.74
C  -0.67320  -0.41065  0.53346  -0.37
C  0.60939  -0.04927  -0.16821  0.56
O  1.41834  -1.01632  -0.24163  -0.75
O  0.90035  1.11990  -0.50291  -0.74
H  -1.61711  1.24317  -0.06849  0.29
H  -2.25373  -0.02745  -0.58293  0.27
H  -0.56900  -0.27335  1.61712  0.17
H  -0.80824  -1.49197  0.46040  0.32

Its gap between HOMO and LUMO is 0.3094 Ha. Its spin multiplicity is 1. The total energy is -283.891226 a.u. Its structure (SMILES) is NCC(=O)[O-]. For the energy above the lowest of the compared OMol25 structures with the same formula, charge and spin, the calculation gives 52.0 kJ/mol. The net charge is -1. The HOMO energy is -0.1388 Ha.

Computed, not measured: a cluster of 2 separate species, C2H4NO2 in total at a distorted geometry, with ωB97M-V/def2-TZVPD.

Each line ends with the Mulliken charge.
Atoms and positions in Å:
C  -2.07353  -0.34803  0.29384  0.06
C  2.02315  0.24726  -0.14770  -0.31
N  1.08436  0.92254  -0.60665  -0.65
O  -1.25716  -0.55158  -0.61570  -0.69
O  -2.97349  0.47238  0.40635  -0.59
H  -1.95780  -1.09576  1.20269  0.22
H  1.97357  -0.79136  0.20578  0.24
H  3.00879  0.71188  -0.08115  0.25
H  0.17211  0.43267  -0.65745  0.46

Its gap between HOMO and LUMO is 0.3072 Ha. Its spin multiplicity is 1. The total energy is -283.872716 a.u. For the energy above the lowest of the compared OMol25 structures with the same formula, charge and spin, the calculation gives 100.6 kJ/mol. The net charge is -1. The HOMO energy is -0.1532 Ha.

Computed, not measured: the ion C2H4NO2 with charge +1 at a distorted geometry, with ωB97M-V/def2-TZVPD.

Each line ends with the Mulliken charge.
Atoms and positions in Å:
C  -0.00592  -1.00008  0.29296  -0.15
C  -0.41652  0.20740  0.90951  -0.19
N  0.84947  1.10359  -1.04323  0.47
O  0.82849  1.42571  -2.16246  -0.03
O  -0.40799  0.08450  -0.53393  -0.18
H  0.97103  -1.23076  0.06021  0.27
H  -0.61667  -1.93373  0.12348  0.24
H  -1.44430  0.36326  1.22934  0.26
H  0.24240  0.98010  1.12412  0.32

Its gap between HOMO and LUMO is 0.3668 Ha. Its spin multiplicity is 1. The total energy is -283.376120 a.u. For the energy above the lowest of the compared OMol25 structures with the same formula, charge and spin, the calculation gives 472.7 kJ/mol. The net charge is +1. The HOMO energy is -0.6410 Ha.

Computed, not measured: the ion C2H4NO2 with charge +1 at a distorted geometry, with ωB97M-V/def2-TZVPD.

Each line ends with the Mulliken charge.
Atoms and positions in Å:
C  -0.01191  -0.42158  -0.05979  -0.88
C  -0.14292  0.77777  0.82130  0.26
O  0.58517  0.82341  2.12232  -0.14
N  -0.68913  0.56078  2.20300  0.72
O  -1.50215  0.30565  2.98421  -0.29
H  0.60947  0.01014  -0.96674  0.32
H  -1.07738  -0.84878  -0.31143  0.34
H  0.58100  -1.20300  0.50083  0.32
H  -0.29937  1.76620  0.28926  0.35

Its gap between HOMO and LUMO is 0.3986 Ha. Its spin multiplicity is 1. The total energy is -283.347063 a.u. Its structure (SMILES) is C[C@@H]1O[N+]1=O. For the energy above the lowest of the compared OMol25 structures with the same formula, charge and spin, the calculation gives 549.0 kJ/mol. The net charge is +1. The HOMO energy is -0.6614 Ha.